Below is a cluster of 15 separate species, C87H197N7O15 in total at a distorted geometry, with properties calculated with ωB97M-V/def2-TZVPD.

Each line ends with the Mulliken charge.
Cartesian coordinates (Å):
O  0.83  4.53  8.06  0.01
O  2.19  7.63  1.67  0.18
O  -2.73  3.11  5.69  -0.39
O  7.10  -1.74  2.17  -0.44
O  6.58  9.72  9.01  -0.54
O  2.13  4.09  5.06  1.44
O  -0.57  9.16  9.19  -0.66
O  -4.55  5.32  5.43  -0.50
O  -0.51  2.07  3.76  -0.15
O  -1.18  10.20  6.46  -0.51
O  7.21  11.03  0.22  -0.54
O  9.87  1.91  11.11  -0.50
O  7.31  1.73  3.29  1.03
O  6.71  -0.99  6.05  -0.33
O  3.74  1.03  -3.05  -0.40
N  6.20  -1.54  1.07  1.23
N  5.51  9.37  8.25  0.48
N  8.47  2.02  10.97  0.63
N  6.67  10.06  -0.73  1.11
N  3.71  2.41  -3.20  0.15
N  8.49  2.33  2.96  -0.02
N  0.94  8.10  1.45  1.01
C  -0.16  7.09  1.39  3.51
C  -0.44  9.96  0.70  -0.84
C  8.80  3.31  5.22  -1.89
C  3.59  3.02  -1.80  2.69
C  8.18  2.06  0.50  -1.81
C  2.28  2.76  -0.98  -1.57
C  3.51  8.57  6.24  0.66
C  3.78  7.75  7.56  -0.77
C  -1.58  8.99  0.37  -1.25
C  -0.12  10.54  5.66  0.86
C  6.34  7.66  -1.48  -0.49
C  0.92  9.22  0.46  1.06
C  -0.20  9.50  4.62  -0.47
C  4.80  -1.49  1.31  1.93
C  2.03  10.21  0.84  -1.92
C  10.78  3.33  3.60  -1.30
C  -1.47  7.80  1.37  -1.04
C  4.23  -0.61  6.63  -0.99
C  2.83  2.90  -4.32  1.50
C  2.17  3.37  9.72  -1.10
C  10.45  4.46  2.59  -0.78
C  2.90  5.19  -3.01  -0.39
C  -1.70  7.17  9.80  -1.66
C  3.89  -1.37  0.02  -0.18
C  5.32  11.92  -1.89  -1.71
C  4.44  3.62  5.57  -0.82
C  8.40  4.46  11.69  -1.91
C  -0.22  0.00  2.71  -1.62
C  5.62  2.68  11.11  -0.32
C  -5.20  7.45  4.76  -1.69
C  1.04  2.24  7.91  -0.98
C  0.73  7.37  10.14  -1.19
C  5.49  -1.53  6.63  0.42
C  9.81  3.81  1.33  -1.05
C  5.79  -1.66  -1.42  -1.13
C  7.63  1.06  11.73  1.36
C  8.78  3.99  9.37  -2.29
C  3.58  3.85  3.22  0.22
C  4.50  -0.38  2.31  -1.50
C  3.49  2.47  -5.73  -1.92
C  -0.10  6.35  2.76  -1.61
C  3.80  4.57  -1.96  -1.90
C  5.85  -2.20  7.95  -0.67
C  6.21  7.07  7.34  -1.80
C  -4.07  6.70  5.43  1.08
C  4.38  -2.80  1.85  -2.00
C  6.26  10.11  5.98  -1.63
C  6.80  8.20  0.95  -1.67
C  6.14  1.24  11.27  -0.89
C  0.10  6.06  0.23  -2.47
C  8.11  -1.21  -0.46  -1.53
C  -3.65  2.01  5.60  0.73
C  -2.97  0.71  5.97  -1.29
C  1.42  2.35  -4.27  -1.45
C  5.19  7.89  8.15  2.21
C  -0.46  7.77  9.19  1.39
C  7.49  11.27  -2.69  -1.85
C  0.91  2.06  2.01  0.32
C  8.05  3.38  10.64  1.77
C  2.94  4.48  -4.41  -1.48
C  8.44  3.12  1.62  1.76
C  5.30  10.28  7.12  1.66
C  0.99  3.40  8.86  0.53
C  4.83  2.59  -0.92  -1.57
C  5.20  7.27  9.65  -2.19
C  3.25  3.39  4.63  0.59
C  -0.37  12.00  5.04  -1.60
C  6.25  10.64  -2.03  1.21
C  6.23  8.17  -2.93  -1.06
C  7.91  1.41  13.24  -1.67
C  5.56  9.58  -2.89  -0.93
C  3.91  10.06  6.46  -1.94
C  -0.32  1.51  2.54  0.96
C  6.80  -2.03  -0.19  1.27
C  6.54  3.45  10.25  -0.31
C  8.12  -0.43  11.32  -1.83
C  1.12  8.88  -1.02  -1.36
C  -2.76  6.94  4.74  -0.23
C  7.12  8.69  -0.53  1.84
C  4.37  -2.12  -1.15  -1.01
C  9.88  1.04  4.43  -1.70
C  9.46  2.52  4.05  1.58
C  7.28  4.13  1.66  -1.22
C  -4.67  1.88  4.47  -1.31
C  8.60  8.49  -0.83  -1.72
C  7.12  -3.59  -0.24  -1.81
C  5.20  11.78  7.57  -1.90
H  4.60  2.62  10.72  -0.12
H  3.72  -1.83  -1.97  0.61
H  3.82  -0.34  -0.33  -0.78
H  0.83  5.78  2.83  0.05
H  2.46  3.06  0.05  -0.28
H  8.83  -1.24  0.36  0.41
H  7.07  1.02  13.81  0.39
H  7.79  2.91  5.31  0.15
H  -2.65  0.19  5.07  0.12
H  -0.52  10.28  1.75  -0.07
H  0.03  8.59  5.18  -0.14
H  4.53  9.50  -2.54  -0.03
H  -4.90  8.48  4.59  0.34
H  0.06  3.35  9.44  0.52
H  7.18  1.00  2.68  -0.19
H  5.86  -0.64  -1.79  0.45
H  -3.84  4.69  5.46  0.32
H  10.61  1.01  5.23  0.38
H  -0.13  4.54  7.97  0.03
H  -3.73  0.04  6.38  0.48
H  -1.66  8.21  2.36  -0.36
H  2.02  3.84  5.98  -0.97
H  5.88  -2.33  -2.26  0.23
H  8.04  12.02  -2.11  0.31
H  -1.57  10.99  6.84  0.33
H  1.46  3.44  -1.23  0.49
H  0.85  10.55  6.14  -0.35
H  0.20  12.22  4.14  0.33
H  11.26  3.63  4.54  0.49
H  -2.11  6.07  4.86  -0.08
H  3.53  6.77  7.13  0.48
H  -5.16  2.84  4.29  0.28
H  0.15  2.72  4.00  0.03
H  3.86  5.11  -1.01  0.61
H  9.05  7.51  -0.72  0.18
H  11.48  2.64  3.14  0.42
H  8.74  -1.31  -1.34  0.39
H  1.35  6.49  9.98  0.03
H  0.93  2.48  -3.30  0.25
H  4.22  -0.09  5.67  -0.01
H  1.91  10.37  1.91  0.12
H  7.46  -3.89  -1.23  0.45
H  -1.43  12.16  4.82  0.40
H  7.25  10.35  6.36  0.37
H  4.12  0.17  7.38  0.28
H  6.32  9.11  5.55  0.22
H  3.01  9.74  0.81  0.34
H  4.99  -2.41  8.59  0.37
H  1.21  1.61  1.07  0.09
H  8.54  5.45  11.27  0.41
H  6.16  6.02  7.63  0.38
H  6.41  -3.08  7.64  0.35
H  -5.77  7.01  3.95  0.33
H  10.21  0.61  3.49  0.44
H  5.46  0.62  11.84  0.64
H  -0.07  6.96  3.66  -0.58
H  3.34  -2.88  2.17  0.42
H  -2.81  7.06  3.66  0.04
H  7.05  -0.35  6.68  0.22
H  -1.69  6.08  9.88  0.30
H  4.21  3.61  6.63  0.04
H  3.03  2.83  -6.65  0.39
H  10.54  3.27  0.73  0.35
H  -1.07  -0.64  2.94  0.42
H  7.24  7.21  7.65  0.38
H  8.51  2.44  -0.47  0.53
H  7.76  -3.99  0.55  0.34
H  9.82  4.06  9.67  0.46
H  0.18  1.91  7.33  -0.05
H  1.72  1.84  -1.11  0.72
H  8.05  -0.67  10.26  0.29
H  8.31  4.96  9.16  0.25
H  0.39  7.36  11.17  0.46
H  -2.26  7.83  5.12  0.02
H  -0.13  5.11  0.72  0.55
H  1.06  3.14  2.02  -0.50
H  2.44  8.62  6.05  -0.60
H  7.47  4.76  2.54  0.56
H  7.24  11.72  -3.65  0.48
H  3.20  2.30  4.60  -0.25
H  8.84  3.27  8.55  0.65
H  0.64  9.50  3.93  0.12
H  2.84  -1.62  0.20  0.62
H  -4.29  2.25  6.46  0.23
H  3.34  -1.24  6.65  0.48
H  -6.00  7.61  5.48  0.46
H  3.10  3.42  9.15  -0.26
H  4.65  0.84  -2.79  0.37
H  6.22  9.92  9.87  0.34
H  6.13  10.73  5.10  0.42
H  9.43  3.10  6.08  0.55
H  -1.61  8.60  -0.65  0.45
H  -1.79  7.66  10.76  0.44
H  4.82  4.71  -2.30  0.47
H  -2.61  7.49  9.27  0.29
H  3.21  6.23  -3.06  0.45
H  0.98  9.84  -1.51  0.49
H  4.81  4.64  5.48  0.15
H  6.44  -1.42  8.44  -0.21
H  3.12  10.54  7.05  0.47
H  5.21  12.45  -2.84  0.41
H  1.37  1.26  -4.30  0.31
H  2.77  4.18  2.58  -0.85
H  4.58  -3.63  1.18  0.32
H  6.21  7.07  9.98  0.42
H  -2.55  9.44  0.56  0.60
H  4.95  -3.00  2.76  0.28
H  9.19  -0.44  11.55  0.52
H  -5.44  1.12  4.61  0.40
H  3.90  8.16  5.31  0.22
H  6.86  -2.59  2.54  0.32
H  1.85  5.21  -2.71  -0.01
H  1.11  5.89  -0.16  0.51
H  5.16  -2.32  5.96  0.13
H  4.29  11.62  -1.68  0.23
H  3.85  4.90  -4.83  0.36
H  5.02  0.47  1.86  -0.13
H  3.06  8.04  8.33  -0.10
H  6.19  4.48  10.24  -0.33
H  -0.13  12.68  5.85  0.49
H  6.39  3.58  1.93  -0.42
H  8.10  10.42  -3.00  0.40
H  -1.13  9.50  4.05  0.43
H  4.05  2.95  2.80  -0.80
H  1.70  1.65  2.65  -0.16
H  -0.89  5.60  2.80  0.62
H  6.10  7.14  6.26  0.09
H  -0.02  -0.30  1.68  0.39
H  7.74  -0.19  -0.56  0.06
H  -0.46  10.84  0.06  0.54
H  2.13  2.59  10.47  0.55
H  5.76  12.66  -1.22  0.43
H  5.65  7.60  -3.66  0.41
H  11.36  5.03  2.44  0.48
H  2.14  4.84  -5.06  0.51
H  7.37  8.73  1.71  0.55
H  4.19  4.75  3.13  0.96
H  5.62  3.16  12.08  0.39
H  2.14  8.63  -1.29  -0.09
H  6.09  0.88  10.24  -0.07
H  10.11  1.50  10.28  0.34
H  8.05  2.45  13.53  0.31
H  4.85  1.53  -0.65  -0.38
H  3.44  -0.27  2.53  0.40
H  4.41  11.93  8.31  0.41
H  9.63  4.68  0.69  0.23
H  0.41  8.11  -1.34  0.31
H  2.32  7.81  2.60  0.04
H  7.00  7.13  0.91  0.21
H  8.60  4.36  5.03  0.32
H  4.59  6.37  9.72  0.30
H  4.70  3.17  -0.01  -0.21
H  6.23  -4.21  -0.21  0.39
H  -4.00  7.08  6.45  -0.06
H  1.41  8.21  10.08  0.35
H  9.01  0.46  4.74  0.22
H  -0.40  7.37  8.18  -0.01
H  6.11  12.16  8.03  0.45
H  7.25  4.79  0.80  0.28
H  3.98  10.67  5.57  0.55
H  -2.17  0.65  6.70  0.25
H  6.50  11.06  0.86  0.31
H  9.32  4.27  12.25  0.36
H  -2.30  7.13  1.13  0.56
H  4.98  12.38  6.68  0.34
H  7.19  1.60  0.52  -0.39
H  -0.78  9.46  8.30  0.36
H  5.13  -0.42  3.20  0.08
H  5.29  7.50  -1.23  -0.15
H  2.18  4.32  10.27  0.25
H  7.18  8.22  -3.45  0.44
H  6.36  2.95  9.30  0.35
H  -2.08  2.91  5.02  0.16
H  5.49  9.95  -3.91  0.46
H  0.60  -0.16  3.41  0.31
H  9.04  9.15  -0.08  0.48
H  4.74  8.04  10.28  0.55
H  -1.20  1.54  1.90  0.15
H  4.28  -3.20  -1.03  0.42
H  7.59  -1.25  11.80  0.35
H  5.71  2.80  -1.52  0.76
H  8.80  0.95  13.65  0.38
H  1.86  2.37  7.21  -0.04
H  5.76  8.27  1.28  0.12
H  8.93  1.28  0.62  0.68
H  6.96  6.77  -1.61  0.44
H  1.95  11.16  0.31  0.47
H  -4.17  1.53  3.57  0.26
H  -0.41  6.05  -0.73  0.33
H  5.18  2.84  5.39  0.02
H  7.60  4.44  12.43  0.45
H  1.25  1.31  8.44  0.50
H  8.96  8.91  -1.77  0.26
H  3.44  1.39  -5.89  0.41
H  4.57  2.59  -5.78  0.43
H  9.82  5.31  2.84  0.34
H  0.79  2.77  -5.05  0.43

As for the energy above the lowest of the compared OMol25 structures with the same formula, charge and spin: 0.0 kJ/mol. As for the frontier orbital gap: 7.765 eV. As for the highest occupied orbital energy: -7.3 eV. For the total energy, the calculation gives -4944.25685 Eh.